Density functional theory data (ωB97M-V/def2-TZVPD) for an isolated molecule of C3H4OS at a distorted geometry.

Its SMILES is C=CC(=O)S. For the HOMO energy, the calculation gives -9.940 eV. The energy above the lowest of the compared OMol25 structures with the same formula, charge and spin comes out at 64.7 kcal/mol.

```
! RIJCOSX wB97M-V def2-TZVPD def2/J DEFGRID3
* xyz 0 1
C 1.582 -0.331 -0.199
C 0.277 -0.506 0.137
C -0.629 0.514 -0.056
O -0.281 1.692 -0.066
S -2.187 -0.284 -0.163
H 2.319 -1.087 -0.253
H 2.158 0.415 -0.209
H -0.407 -1.436 0.456
H -2.832 1.023 0.354
*
```